# C47H120O13

A cluster of 13 separate species, C47H120O13 in total (wB97M-V/def2-TZVPD, the OMol25 dataset).

Structure (XYZ):
```
180
Properties=species:S:1:pos:R:3:forces:R:3:lowdin_charge:R:1
C -0.482 -1.434 -0.396 -0.08 0.25 0.10 -0.05
C -0.215 -0.171 0.401 0.85 -0.50 0.23 -0.24
O 1.214 -0.068 0.450 -0.55 0.24 -0.20 -0.19
C 1.736 1.122 1.037 -0.67 -0.79 0.05 -0.24
C 1.231 2.381 0.373 0.87 -0.05 -0.24 -0.05
H -0.260 -2.336 0.176 -0.42 0.02 0.21 0.07
H -1.510 -1.383 -0.757 0.00 -0.49 0.09 0.06
H 0.195 -1.513 -1.248 -0.10 0.47 -0.19 0.06
H -0.722 0.691 -0.032 0.39 0.12 -0.27 0.08
H -0.594 -0.221 1.429 -0.07 -0.20 0.06 0.11
H 1.428 1.155 2.093 0.42 -0.06 0.05 0.11
H 2.809 0.934 0.928 0.01 0.60 0.30 0.12
H 0.219 2.627 0.678 0.10 0.20 0.10 0.05
H 1.269 2.286 -0.716 -0.04 0.01 0.01 0.08
H 1.960 3.149 0.650 -0.42 0.37 -0.01 0.07
C 0.003 -5.412 1.024 2.18 0.11 1.52 -0.07
C -0.816 -6.500 1.719 -0.22 0.34 -0.26 -0.26
O -0.182 -7.105 2.835 0.05 0.27 0.10 -0.15
C -0.238 -6.286 3.991 0.81 0.43 -0.13 -0.29
C 0.423 -7.018 5.144 -0.34 -0.33 0.41 -0.07
H 0.975 -5.825 0.725 -0.42 -0.32 -0.94 0.08
H -0.434 -4.741 0.295 -0.38 -0.51 -0.26 0.04
H 0.461 -4.742 1.771 -0.79 0.20 0.25 0.06
H -1.755 -6.048 2.051 -0.30 -0.25 -0.15 0.10
H -0.983 -7.334 1.043 -0.34 0.09 -0.17 0.12
H 0.289 -5.350 3.770 0.03 0.06 0.19 0.10
H -1.275 -6.006 4.205 -0.10 -0.18 0.14 0.12
H 1.426 -7.382 4.922 -0.13 -0.09 -0.43 0.08
H -0.223 -7.855 5.416 0.25 -0.21 -0.04 0.07
H 0.556 -6.445 6.064 -0.32 0.44 -0.23 0.07
C 2.025 8.261 3.204 0.28 0.31 -0.64 -0.07
C 2.246 8.325 1.690 0.30 -0.01 0.20 -0.26
O 3.369 7.543 1.312 -0.30 -0.16 0.06 -0.15
C 3.150 6.155 1.315 0.65 -1.11 -0.30 -0.30
C 4.416 5.497 0.772 -0.34 0.32 -0.92 -0.06
H 1.405 9.099 3.528 -0.47 -0.40 0.05 0.07
H 1.626 7.268 3.406 -0.30 0.23 0.54 0.06
H 2.961 8.391 3.748 0.16 -0.16 -0.19 0.08
H 1.353 7.976 1.158 -0.04 -0.05 0.03 0.10
H 2.456 9.328 1.317 0.06 0.05 0.23 0.12
H 2.946 5.657 2.269 -0.14 0.84 0.49 0.08
H 2.317 5.853 0.669 -0.22 0.36 -0.10 0.11
H 5.298 6.079 1.033 0.02 -0.20 0.33 0.08
H 4.356 5.521 -0.319 0.22 -0.06 -0.02 0.07
H 4.501 4.450 1.062 0.10 0.05 0.19 0.06
C -3.874 -0.954 -2.693 0.42 -0.46 1.35 -0.05
C -4.396 -2.374 -2.785 -1.24 -0.24 -1.23 -0.28
O -5.788 -2.347 -3.083 -0.42 0.59 0.76 -0.18
C -6.302 -3.477 -3.770 0.53 0.85 0.31 -0.28
C -7.800 -3.307 -3.890 -0.11 -0.34 -0.59 -0.07
H -4.188 -0.499 -1.748 -0.50 0.09 -0.17 0.07
H -2.792 -0.993 -2.534 0.10 0.07 -0.63 0.05
H -4.169 -0.318 -3.520 0.10 -0.13 -0.16 0.08
H -3.963 -2.921 -3.635 0.51 0.23 0.15 0.11
H -4.236 -2.984 -1.890 -0.10 0.55 0.07 0.08
H -5.820 -3.451 -4.758 -0.26 -0.34 -0.15 0.12
H -5.994 -4.408 -3.281 -0.20 -0.05 0.10 0.11
H -8.049 -2.317 -4.272 0.19 -0.02 -0.20 0.08
H -8.406 -3.421 -2.992 0.45 -0.23 0.28 0.07
H -8.120 -4.059 -4.616 -0.32 0.13 0.03 0.08
C 0.340 -6.453 -4.907 -0.07 0.09 0.63 -0.07
C -1.147 -6.368 -4.612 -0.24 0.01 0.04 -0.27
O -1.443 -5.196 -3.870 -0.43 0.09 -0.85 -0.17
C -1.279 -5.271 -2.481 -1.14 1.53 0.77 -0.26
C -2.056 -4.065 -1.898 0.15 -0.61 -0.78 -0.08
H 0.539 -7.299 -5.563 0.33 -0.05 0.17 0.08
H 0.763 -5.537 -5.322 -0.50 0.03 -0.47 0.07
H 0.859 -6.504 -3.945 0.14 -0.64 -0.12 0.07
H -1.761 -6.401 -5.516 0.19 0.70 -0.15 0.11
H -1.557 -7.240 -4.084 0.56 -0.12 0.34 0.11
H -1.840 -6.124 -2.080 0.96 -0.55 0.03 0.12
H -0.234 -5.091 -2.204 0.07 -1.05 0.18 0.11
H -2.277 -4.138 -0.832 0.25 -0.10 0.05 0.07
H -3.015 -4.045 -2.418 0.70 -0.22 0.18 0.03
H -1.504 -3.152 -2.113 -0.18 0.14 0.00 0.05
C -2.783 -2.757 2.437 0.22 -0.86 -1.11 -0.05
C -4.186 -3.154 1.989 0.03 0.53 0.06 -0.26
O -4.140 -4.352 1.243 0.72 0.03 -0.23 -0.17
C -5.319 -4.666 0.569 -1.25 0.22 -0.84 -0.30
C -5.063 -5.803 -0.411 0.39 0.32 0.00 -0.06
H -2.154 -2.966 1.563 0.17 -0.19 0.18 0.06
H -2.612 -1.694 2.590 -0.45 -0.05 0.53 0.05
H -2.454 -3.395 3.255 0.19 0.28 0.15 0.07
H -4.841 -3.322 2.852 -0.21 0.35 -0.07 0.12
H -4.559 -2.359 1.331 -0.36 0.04 0.21 0.11
H -6.166 -4.781 1.259 0.24 -0.74 0.29 0.12
H -5.737 -3.881 -0.088 0.65 0.67 0.30 0.11
H -4.632 -5.374 -1.320 0.13 0.00 0.07 0.05
H -5.985 -6.276 -0.743 0.02 -0.30 0.34 0.08
H -4.307 -6.481 -0.015 -0.37 -0.36 0.06 0.08
C 2.085 4.999 7.040 0.48 -0.93 -0.73 -0.07
C 3.029 3.806 6.771 -0.01 0.93 1.15 -0.28
O 4.191 4.175 6.051 -0.04 -0.84 -0.72 -0.15
C 3.975 4.447 4.671 -1.18 0.27 0.05 -0.25
C 3.388 3.294 3.858 0.48 -0.91 0.17 -0.06
H 2.665 5.874 7.322 -0.17 0.06 0.24 0.08
H 1.543 5.192 6.113 -0.19 0.28 0.16 0.06
H 1.379 4.663 7.798 -0.08 0.38 0.12 0.07
H 3.450 3.453 7.713 -0.19 -0.10 0.10 0.12
H 2.393 3.009 6.375 0.50 -0.21 -0.42 0.09
H 3.222 5.243 4.633 0.22 0.30 -0.23 0.09
H 4.909 4.824 4.264 0.06 -0.06 0.03 0.12
H 2.920 3.606 2.925 0.01 0.24 0.08 0.05
H 2.634 2.749 4.427 -0.20 0.30 -0.05 0.04
H 4.116 2.519 3.604 0.25 0.20 0.01 0.08
C 3.946 2.795 -2.475 -0.39 -1.12 0.40 -0.06
C 5.247 2.116 -2.018 -1.87 1.11 0.07 -0.29
O 6.335 2.841 -2.523 0.34 -0.51 -0.26 -0.14
C 7.579 2.229 -2.256 0.51 -0.63 -1.13 -0.26
C 7.754 0.828 -2.891 -0.29 0.11 0.27 -0.08
H 3.782 2.731 -3.550 0.34 0.44 -0.08 0.08
H 3.157 2.139 -2.085 -0.09 0.14 0.07 0.04
H 3.762 3.775 -2.042 0.30 0.19 -0.29 0.06
H 5.197 2.156 -0.920 0.52 -0.18 0.11 0.12
H 5.117 1.076 -2.326 0.74 -0.05 -0.17 0.10
H 8.360 2.763 -2.800 -0.25 0.77 0.34 0.11
H 7.793 2.293 -1.187 0.05 -0.38 0.11 0.12
H 7.023 0.086 -2.566 0.23 -0.08 0.28 0.05
H 8.775 0.490 -2.707 -0.10 -0.18 0.25 0.07
H 7.660 0.869 -3.978 -0.12 0.34 0.01 0.08
C -2.109 2.145 -1.959 0.89 -0.84 -0.58 -0.06
C -2.025 3.643 -1.941 -0.42 0.60 0.23 -0.25
O -1.506 4.018 -0.673 0.03 -0.12 -0.10 -0.21
C -1.364 5.415 -0.497 0.57 0.36 0.23 -0.25
C -0.986 5.728 0.939 -0.21 -0.40 0.67 -0.06
H -2.628 1.695 -1.114 -0.31 0.26 -0.03 0.06
H -2.503 1.733 -2.889 -0.40 0.29 0.05 0.08
H -1.098 1.722 -1.937 0.06 0.17 0.17 0.08
H -1.402 4.047 -2.747 0.17 -0.22 0.03 0.13
H -3.006 4.125 -2.065 -0.07 -0.17 0.00 0.12
H -0.549 5.789 -1.127 -0.12 -0.06 -0.33 0.12
H -2.288 5.921 -0.792 -0.08 0.05 0.03 0.12
H -1.732 5.351 1.642 -0.10 0.08 -0.10 0.07
H -0.856 6.793 1.134 -0.14 0.09 -0.31 0.07
H -0.056 5.250 1.254 0.06 -0.11 -0.33 0.07
C 0.264 -0.557 -6.745 -0.32 0.42 0.63 -0.04
C 0.489 -0.544 -5.214 0.88 -0.63 -0.03 -0.44
C 0.221 -1.937 -4.647 -0.05 -0.02 0.40 -0.06
O 1.860 -0.233 -4.907 -0.08 -0.04 -0.70 -0.07
H 1.191 -0.366 -7.281 0.02 0.01 0.04 0.08
H -0.471 0.210 -6.989 0.14 0.08 -0.26 0.07
H -0.166 -1.505 -7.067 0.16 -0.08 -0.03 0.07
H -0.097 0.259 -4.758 -0.40 -0.31 0.09 0.12
H 0.828 -2.670 -5.182 -0.14 0.07 -0.28 0.08
H -0.824 -2.253 -4.676 0.02 0.06 -0.09 0.08
H 0.575 -2.020 -3.615 -0.25 0.21 0.18 0.05
H 2.075 -0.605 -4.040 -0.16 0.52 0.02 0.02
C 3.855 -2.364 -3.248 -0.72 0.46 -0.94 -0.04
C 3.086 -1.868 -2.049 0.80 0.77 1.93 -0.47
C 3.893 -2.022 -0.762 0.71 -0.86 0.24 -0.05
O 2.711 -0.476 -2.127 0.17 -0.57 -1.15 -0.07
H 4.064 -3.425 -3.132 0.22 0.04 0.07 0.09
H 4.750 -1.782 -3.473 0.18 -0.10 0.47 0.09
H 3.260 -2.259 -4.161 -0.09 -0.15 0.05 0.06
H 2.197 -2.477 -1.842 -0.15 -0.01 -0.58 0.12
H 3.231 -1.904 0.097 0.10 -0.18 0.08 0.07
H 4.767 -1.382 -0.600 -0.32 0.58 -0.56 0.08
H 4.382 -3.005 -0.772 -0.52 -0.17 0.34 0.08
H 2.670 -0.119 -1.234 -0.38 -0.17 0.11 0.05
C -4.356 3.332 1.328 0.41 0.05 -0.61 -0.03
C -3.398 2.424 2.084 0.28 -0.04 0.22 -0.46
C -3.738 0.959 1.954 -0.82 -0.18 -0.20 -0.05
O -2.056 2.645 1.614 -0.53 -0.20 0.12 -0.10
H -3.936 4.338 1.272 -0.15 0.06 0.21 0.08
H -5.385 3.373 1.678 0.09 -0.12 0.31 0.08
H -4.393 2.978 0.290 -0.08 -0.02 -0.01 0.08
H -3.370 2.644 3.156 -0.09 0.35 -0.08 0.13
H -4.817 0.811 2.064 0.04 0.00 0.24 0.09
H -3.237 0.372 2.723 0.14 -0.09 -0.23 0.06
H -3.522 0.599 0.944 0.32 -0.08 0.09 0.07
H -2.123 2.813 0.654 0.46 0.30 0.41 0.04
C -0.094 1.052 4.800 -0.07 0.74 0.60 -0.07
C -0.764 2.408 5.173 0.32 -1.40 -1.45 -0.28
O -0.464 3.342 4.138 -0.07 0.12 0.38 -0.10
H 0.946 1.251 4.546 0.03 -0.15 -0.19 0.05
H -0.639 0.652 3.944 0.23 -0.12 -0.13 0.05
H -0.105 0.310 5.601 -0.17 0.09 0.04 0.07
H -0.409 2.806 6.118 -0.19 0.10 0.06 0.10
H -1.834 2.181 5.136 -0.14 0.47 0.74 0.10
H -0.887 3.004 3.336 0.05 0.20 -0.26 0.04
```
Forces are in eV/Å.

Orbital gap in eV: 10.1
Energy above the lowest of the compared OMol25 structures with the same formula, charge and spin in kcal/mol: 0.00